Density functional theory data (ωB97M-V/def2-TZVPD) for a 2-piece molecular cluster, C4H10NP overall.

Spin multiplicity: 3
Energy relative to the best compared isomer or geometry (same formula, charge and spin), kJ/mol: 206.67
E_LUMO (alpha / beta), Eh: 0.041 / -0.035

Cartesian coordinates (Å):
C: -0.747 -1.409 -2.403
C: 1.159 -0.988 1.586
C: 1.181 1.532 -0.123
C: -1.217 0.413 1.156
N: -0.653 -0.257 -1.942
P: 0.408 -0.033 0.339
H: -0.987 -1.461 -3.473
H: -0.942 -2.394 -1.925
H: 0.537 -1.440 2.225
H: 2.034 -1.491 1.369
H: 0.815 2.348 0.721
H: 2.272 1.709 -0.337
H: 0.778 1.944 -1.100
H: -1.080 1.212 1.882
H: -1.908 0.728 0.351
H: -1.649 -0.414 1.675

Density functional theory data (ωB97M-V/def2-TZVPD) for C37H28BrIN2OsP as an isolated structure.

Charge: +3
Spin multiplicity: 5
Energy relative to the best compared isomer or geometry (same formula, charge and spin), kJ/mol: 27.63
E_LUMO (alpha / beta), Eh: -0.350 / -0.446

Cartesian coordinates (Å):
Os: 0.830 0.382 -1.040
Br: -0.041 0.916 -3.884
C: -1.102 -0.554 -3.317
C: -2.296 -0.680 -3.975
C: -2.829 -1.960 -4.288
C: -2.241 -3.059 -3.747
C: -1.042 -2.935 -2.896
C: -0.291 -4.026 -2.406
C: 0.832 -3.855 -1.655
C: 1.281 -2.572 -1.331
C: 0.528 -1.448 -1.687
C: -0.521 -1.625 -2.645
H: -2.825 0.245 -4.274
H: -3.704 -2.056 -4.905
H: -2.683 -4.039 -3.926
H: -0.509 -5.039 -2.798
H: 1.455 -4.693 -1.275
H: 2.262 -2.392 -0.775
I: 3.184 0.598 0.281
C: 2.784 -0.984 1.600
C: 3.760 -1.910 1.733
C: 4.013 -2.390 3.024
C: 3.130 -2.112 4.066
C: 2.134 -1.154 3.926
C: 1.483 -0.578 5.017
C: 0.534 0.355 4.815
C: 0.074 0.725 3.559
C: 0.599 0.097 2.433
P: -0.241 0.190 0.822
C: -1.350 -1.271 0.966
C: -2.738 -1.280 0.741
C: -3.429 -2.489 0.789
C: -2.796 -3.695 1.033
C: -1.444 -3.673 1.349
C: -0.748 -2.476 1.263
C: -1.325 1.721 0.792
C: -2.405 1.817 -0.069
C: -3.256 2.891 0.022
C: -2.969 3.973 0.870
C: -1.767 3.974 1.564
C: -0.881 2.855 1.436
C: 1.761 -0.753 2.582
H: 4.359 -2.182 0.886
H: 4.955 -3.017 3.168
H: 3.267 -2.569 5.027
H: 1.866 -0.752 6.046
H: 0.135 0.805 5.693
H: -0.704 1.458 3.440
H: -3.351 -0.327 0.616
H: -4.518 -2.498 0.527
H: -3.404 -4.594 1.133
H: -0.932 -4.562 1.650
H: 0.289 -2.502 1.469
H: -2.547 1.077 -0.848
H: -4.155 2.885 -0.531
H: -3.567 4.849 0.897
H: -1.534 4.816 2.175
H: 0.113 2.782 1.921
N: -0.378 3.579 -1.871
C: 0.970 3.552 -1.930
C: 1.587 4.853 -2.008
C: 2.953 4.877 -2.144
C: 3.687 3.694 -2.255
C: 2.972 2.504 -2.112
N: 1.654 2.363 -1.813
H: -0.909 4.387 -2.138
H: -0.826 2.730 -2.104
H: 0.941 5.738 -2.098
H: 3.545 5.791 -2.116
H: 4.790 3.655 -2.386
H: 3.531 1.560 -2.083